Record 1
The following is a DFT calculation (wB97M-V/def2-TZVPD) of the molecule C4H5N3O in a non-equilibrium geometry.

Last column: Löwdin charge in e.
Positions of all 13 atoms, in Å:
C -0.592 1.756 0.326  -0.06
C -0.429 0.225 0.455  -0.25
N -1.000 -0.638 -0.702  0.10
C 0.267 -1.387 -0.644  -0.24
N 1.212 -2.224 -1.118  0.12
O 2.356 -1.806 -0.483  -0.11
N 2.149 -0.646 0.264  0.14
C 0.898 -0.433 0.175  -0.25
H 0.037 2.357 1.058  0.09
H -0.551 2.160 -0.744  0.10
H -1.655 2.036 0.636  0.08
H -0.839 -0.245 1.354  0.14
H -1.853 -1.155 -0.578  0.10

Calculated values
* total charge: 0
* gap between HOMO and LUMO: 10.35 eV
* energy above the lowest of the compared OMol25 structures with the same formula, charge and spin: 136.0 kcal/mol
* multiplicity: 1
* HOMO energy: -9.81 eV
* calculated total energy: -10741.71712 eV

***

Record 2
The following is a DFT calculation (wB97M-V/def2-TZVPD) of the molecule C5H12O2.

Last column: Löwdin charge in e.
Positions of all 19 atoms, in Å:
C -1.144 -2.244 1.143  -0.08
C -0.859 -0.757 1.312  -0.29
O 0.285 -0.314 0.604  -0.18
C 0.437 1.106 0.621  -0.19
C 1.299 1.663 -0.513  -0.21
O 0.620 1.720 -1.750  -0.18
C 0.420 0.406 -2.249  -0.10
H -0.351 -2.892 1.529  0.08
H -1.358 -2.535 0.108  0.08
H -2.047 -2.452 1.729  0.08
H -0.736 -0.542 2.385  0.12
H -1.746 -0.199 0.970  0.12
H -0.539 1.600 0.496  0.13
H 0.848 1.434 1.592  0.13
H 1.511 2.699 -0.220  0.13
H 2.265 1.140 -0.626  0.13
H 0.046 -0.236 -1.445  0.07
H 1.368 -0.005 -2.628  0.09
H -0.318 0.407 -3.059  0.09

Calculated values
* total charge: 0
* gap between HOMO and LUMO: 10.43 eV
* energy above the lowest of the compared OMol25 structures with the same formula, charge and spin: 41.2 kcal/mol
* multiplicity: 1
* HOMO energy: -9.37 eV
* calculated total energy: -9473.35087 eV

***

Record 3
The following is a DFT calculation (wB97M-V/def2-TZVPD) of the molecule CCl2O2S in a non-equilibrium geometry.

Last column: Löwdin charge in e.
Positions of all 6 atoms, in Å:
O -0.988 -0.758 1.571  -0.30
S -0.581 0.209 0.630  0.65
O -1.536 1.218 0.306  -0.31
C 0.351 -0.405 -0.695  -1.07
Cl 1.264 1.220 -1.559  0.33
Cl 1.490 -1.485 -0.253  0.69

Calculated values
* total charge: 0
* gap between HOMO and LUMO (spin up / spin down): 7.73 / 7.74 eV
* energy above the lowest of the compared OMol25 structures with the same formula, charge and spin: 63.5 kcal/mol
* multiplicity: 1
* HOMO energy (spin up / spin down): -10.19 / -10.20 eV
* calculated total energy: -41008.01856 eV

***

Record 4
The following is a DFT calculation (wB97M-V/def2-TZVPD) of a cluster of 2 separate species, C16H33ClN2O5Si in total in a non-equilibrium geometry.

Last column: Löwdin charge in e.
Positions of all 58 atoms, in Å:
C -0.604 -3.318 0.941  -0.12
N -1.293 -1.941 1.022  -0.13
C -0.902 -1.255 -0.269  -0.19
C -1.344 0.347 -0.336  -0.30
C -1.061 1.175 1.048  -0.09
C 0.432 0.919 1.711  -0.25
O 1.540 1.541 0.978  -0.29
Si 3.001 0.578 0.979  0.46
C 4.485 1.860 1.106  -0.21
C 3.216 -0.621 2.466  -0.20
C 3.238 -0.276 -0.764  -0.22
N -0.598 0.911 -1.559  0.07
C -1.329 2.044 -2.244  -0.12
C -2.706 1.541 -3.032  -0.11
C -3.289 0.177 -2.295  -0.27
C -4.872 -0.124 -2.617  -0.12
C -4.893 -1.315 -3.768  -0.59
O -5.480 -2.469 -3.424  -0.05
Cl -4.081 -0.966 -5.402  0.58
C -2.982 0.315 -0.676  -0.23
C -3.811 1.550 0.026  -0.08
H -0.426 -3.496 -0.224  0.09
H 0.460 -3.328 1.431  0.10
H -1.319 -4.175 1.312  0.10
H -2.341 -2.084 1.090  0.11
H 0.258 -1.363 -0.526  0.13
H -1.498 -1.787 -1.145  0.13
H -1.194 2.347 0.884  0.14
H -1.847 0.793 1.858  0.14
H 0.396 1.453 2.778  0.15
H 0.524 -0.231 1.891  0.09
H 4.217 2.849 0.534  0.03
H 5.470 1.336 0.684  0.07
H 4.620 2.062 2.272  0.06
H 4.171 -1.295 2.248  0.08
H 3.226 -0.120 3.524  0.08
H 2.299 -1.378 2.438  0.03
H 2.923 0.537 -1.555  0.03
H 2.640 -1.279 -0.868  0.02
H 4.414 -0.413 -0.890  0.07
H -0.492 0.088 -2.220  0.19
H 0.370 1.235 -1.335  0.17
H -1.527 2.929 -1.503  0.14
H -0.632 2.482 -3.107  0.16
H -2.406 1.334 -4.152  0.11
H -3.478 2.427 -2.942  0.13
H -2.676 -0.727 -2.720  0.12
H -5.398 -0.562 -1.642  0.14
H -5.471 0.828 -2.966  0.14
H -3.416 -0.685 -0.189  0.15
H -3.293 2.558 -0.270  0.08
H -3.897 1.440 1.210  0.11
H -4.916 1.601 -0.382  0.09
C 6.663 -0.835 4.025  -0.90
O 7.875 -0.849 4.352  -0.08
O 6.131 -2.043 4.140  0.03
O 5.922 0.093 3.630  -0.08
H 6.983 -2.414 4.447  0.09

Calculated values
* total charge: 0
* gap between HOMO and LUMO: 4.67 eV
* energy above the lowest of the compared OMol25 structures with the same formula, charge and spin: 200.9 kcal/mol
* multiplicity: 1
* HOMO energy: -6.02 eV
* calculated total energy: -50737.51677 eV

***

Record 5
The following is a DFT calculation (wB97M-V/def2-TZVPD) of a structure of composition C8H8F15FeO15S4 in a non-equilibrium geometry.

Last column: Löwdin charge in e.
Positions of all 51 atoms, in Å:
Fe 0.263 0.295 -0.247  1.05
C -3.118 -2.462 1.290  -0.61
F -2.896 -2.827 0.068  0.15
F -4.112 -1.523 1.392  0.11
F -3.388 -3.598 1.951  0.12
S -1.411 -1.649 1.928  0.63
O -0.889 -0.704 0.875  -0.40
O -1.843 -0.820 3.098  -0.33
O -0.487 -2.730 2.204  -0.31
C -2.875 -1.505 -3.497  -0.59
F -3.796 -1.375 -2.550  0.13
F -2.269 -2.705 -3.459  0.10
F -3.425 -1.199 -4.711  0.08
S -1.472 -0.088 -3.277  0.52
O -2.066 1.174 -3.668  -0.31
O -1.018 -0.128 -1.875  -0.38
O -0.468 -0.440 -4.225  -0.31
C -3.353 2.781 0.843  -0.60
F -2.918 2.751 2.118  0.11
F -3.825 1.512 0.582  0.08
F -4.239 3.735 0.609  0.14
S -1.843 3.022 -0.304  0.59
O -0.915 1.928 0.107  -0.38
O -2.257 2.785 -1.715  -0.32
O -1.420 4.392 -0.114  -0.30
C 2.435 1.986 -3.968  -0.56
F 2.218 0.730 -4.340  0.13
F 3.732 2.048 -3.491  0.07
F 2.223 2.849 -5.016  0.10
S 1.219 2.427 -2.570  0.57
O 1.666 3.637 -1.951  -0.27
O -0.058 2.667 -3.216  -0.27
O 1.086 1.308 -1.582  -0.40
C 2.037 0.448 2.591  -0.33
O 2.087 -0.970 2.517  -0.12
O 1.522 0.813 1.305  -0.19
C 1.411 0.879 3.935  -0.51
F 2.093 0.516 5.108  0.07
F 1.149 2.156 3.992  0.18
F 0.230 0.262 4.198  0.11
C 3.366 -1.631 2.500  -0.24
C 3.136 -3.022 1.973  -0.09
H 3.082 -3.869 2.658  0.07
H 2.263 -3.051 1.321  0.07
H 4.013 -3.458 1.495  0.06
H 3.792 -1.699 3.501  0.12
H 3.987 -1.203 1.714  0.12
H 3.072 0.756 2.736  0.14
O 1.211 -1.452 -0.781  -0.02
H 0.958 -2.359 -0.953  0.10
H 2.111 -1.390 -1.100  0.10

Calculated values
* total charge: -2
* gap between HOMO and LUMO (spin up / spin down): 7.67 / 7.21 eV
* multiplicity: 6
* HOMO energy (spin up / spin down): -3.65 / -3.60 eV
* calculated total energy: -157629.50304 eV

***

Record 6
The following is a DFT calculation (wB97M-V/def2-TZVPD) of a cluster of 3 separate species, C2H11NO3 in total in a non-equilibrium geometry.

Last column: Löwdin charge in e.
Positions of all 17 atoms, in Å:
C -2.715 -0.050 0.796  -0.16
N -1.781 -0.308 -0.271  -0.11
C -0.513 0.403 -0.075  -0.31
O 0.273 -0.130 0.976  -0.07
H -3.083 0.965 0.665  0.07
H -3.576 -0.693 0.586  0.08
H -2.439 -0.016 1.857  0.08
H -1.595 -1.256 -0.560  0.10
H -0.717 1.422 0.296  0.12
H 0.012 0.425 -1.026  0.10
H 0.722 -0.942 0.690  0.06
O 2.569 -1.989 -0.630  -0.05
H 1.876 -2.231 -1.249  0.03
H 2.755 -1.054 -0.747  0.01
O 2.637 1.421 -0.621  -0.06
H 3.228 2.151 -0.867  0.05
H 2.349 1.880 0.180  0.05

Calculated values
* total charge: 0
* gap between HOMO and LUMO: 9.44 eV
* energy above the lowest of the compared OMol25 structures with the same formula, charge and spin: 21.0 kcal/mol
* multiplicity: 1
* HOMO energy: -8.91 eV
* calculated total energy: -9884.28865 eV

***

Record 7
The following is a DFT calculation (wB97M-V/def2-TZVPD) of the molecule C2H3NOS2 in a non-equilibrium geometry.

Last column: Löwdin charge in e.
Positions of all 9 atoms, in Å:
S -2.814 -0.145 0.223  0.74
N -1.293 -0.070 -0.580  -0.58
O -0.589 1.029 -0.165  -0.22
C 0.748 0.731 0.015  -0.23
C 1.170 -0.500 0.258  -0.46
S -0.045 -1.775 -0.056  0.74
H -3.194 -1.262 -0.345  -0.16
H 1.296 1.618 0.387  0.13
H 2.075 -0.595 0.750  0.04

Calculated values
* total charge: 0
* gap between HOMO and LUMO: 7.27 eV
* energy above the lowest of the compared OMol25 structures with the same formula, charge and spin: 114.1 kcal/mol
* multiplicity: 1
* HOMO energy: -8.06 eV
* calculated total energy: -27325.83111 eV